# 1
# C41H111ClN5O19

A 16-piece molecular cluster, C41H111ClN5O19 overall (wB97M-V/def2-TZVPD, the OMol25 dataset).

Summary:
Lowest unoccupied orbital energy = -1.63 eV
Charge = +1
Gap between HOMO and LUMO = 9.53 eV
E_HOMO = -11.168 eV

XYZ file:
```
177
Properties=species:S:1:pos:R:3:forces:R:3
C -2.1517 3.0313 -2.5507 -0.1 -0.1 -0.5
C -0.6748 3.3458 -2.7936 -0.2 0.1 0.1
C 0.1979 2.0940 -2.7813 0.0 0.1 -0.3
C 1.7008 2.3688 -2.6663 -0.1 0.0 0.3
C 2.4901 1.1336 -2.1995 -0.2 -0.2 -0.3
C 2.8912 1.2105 -0.7419 0.2 0.2 0.0
N 1.6751 1.2742 0.0775 0.3 0.2 0.1
C 1.4316 0.5797 1.1291 0.1 0.0 0.0
N 2.2336 -0.4481 1.6385 -0.8 0.0 0.3
C 1.1546 -1.4905 1.8849 0.5 0.3 -0.1
C 0.8558 -2.1610 0.5333 -0.1 -0.1 -0.2
N 1.9729 -2.1932 -0.3927 -0.2 -0.2 -0.2
C 1.4957 -2.6730 -1.6972 -0.1 -0.2 0.2
C 1.6009 -2.4707 2.9577 0.1 0.0 0.0
C 2.6484 -3.5108 2.5731 -0.5 -0.3 0.2
C 2.7383 -4.5864 3.6533 0.3 0.3 0.0
Cl 4.2514 -2.7594 2.3391 0.2 0.1 -0.1
C -0.0934 -0.6120 2.3473 -0.4 -0.5 0.3
N -1.3245 -0.9829 1.6849 0.0 0.0 0.2
C -2.0085 -1.9205 2.0335 0.6 0.1 -0.2
O -2.6588 -2.8380 2.2929 -0.6 -0.3 0.1
O -0.2250 -0.7040 3.7258 0.4 0.0 -0.1
C -0.7852 0.3375 4.5267 -0.1 0.1 0.3
C -2.2942 0.4285 4.5128 -0.1 0.1 0.0
O -2.6978 1.2075 3.4168 0.1 -0.2 -0.1
C -4.0594 1.0918 3.0243 -0.3 0.0 0.0
C -4.1821 0.5921 1.5943 -0.2 0.2 -0.2
N 0.2990 0.7028 1.8498 -0.3 0.4 -0.1
O -0.6705 1.5595 1.3862 0.1 -0.2 -0.5
C -0.5236 2.9071 1.9117 -0.1 0.2 0.3
C -0.4818 3.9164 0.7836 -0.2 0.4 0.2
C -1.8625 4.0932 0.1543 0.2 0.2 0.0
C 0.0441 5.2634 1.3169 0.2 -0.1 -0.3
C 0.8971 6.0205 0.2878 0.1 0.1 0.3
C 1.1675 7.4474 0.8001 0.1 -0.1 -0.1
C 2.2234 5.2730 0.0472 -0.1 0.1 -0.1
H -2.2801 2.3821 -1.6789 0.0 -0.1 -0.6
H -2.6131 2.5542 -3.4163 0.1 -0.1 0.0
H -2.7131 3.9478 -2.3506 0.0 -0.1 -0.1
H -0.5798 3.8662 -3.7511 0.1 0.0 0.0
H -0.3248 4.0544 -2.0317 0.0 -0.1 -0.1
H -0.1443 1.4365 -1.9701 0.0 0.0 0.0
H 0.0267 1.5381 -3.7098 -0.1 -0.1 0.1
H 1.8513 3.1783 -1.9357 0.0 -0.1 -0.3
H 2.0750 2.7244 -3.6244 0.0 0.0 0.0
H 3.3874 0.9569 -2.7938 0.0 0.2 0.0
H 1.8597 0.2458 -2.3292 0.2 0.0 0.0
H 3.4848 0.3564 -0.4235 -0.2 -0.1 0.1
H 3.4541 2.1277 -0.5420 0.0 -0.1 -0.1
H 0.9472 1.9215 -0.2124 0.0 0.0 0.1
H 2.5174 -0.1314 2.5676 0.4 -0.1 -0.1
H 0.4311 -3.1568 0.7480 0.0 0.0 -0.1
H 0.0648 -1.6165 0.0170 0.0 0.1 0.0
H 2.6847 -2.8430 -0.0770 0.1 0.2 0.1
H 1.0101 -3.6538 -1.6249 0.0 0.0 -0.1
H 0.7430 -1.9841 -2.0884 0.1 0.0 0.0
H 2.3303 -2.7348 -2.3939 0.0 0.0 0.0
H 1.9782 -1.9116 3.8181 -0.2 -0.1 0.1
H 0.7217 -3.0362 3.2839 0.0 0.1 0.1
H 2.3610 -3.9969 1.6385 0.2 0.1 -0.1
H 3.6767 -5.1315 3.5650 -0.1 -0.1 -0.1
H 1.9024 -5.2802 3.5619 0.0 0.0 0.1
H 2.7283 -4.1255 4.6436 -0.1 -0.1 0.0
H -0.3462 1.3081 4.2821 0.0 0.0 -0.2
H -0.4650 0.0842 5.5387 0.0 0.0 -0.1
H -2.7276 -0.5812 4.4879 0.0 0.0 -0.1
H -2.6202 0.8987 5.4522 0.0 -0.1 0.0
H -4.5267 2.0774 3.1154 0.1 0.0 0.0
H -4.6023 0.4328 3.7108 0.1 0.0 0.0
H -3.3632 0.9760 0.9836 0.0 0.0 0.1
H -4.2290 -0.4946 1.5174 0.1 0.1 0.0
H -5.1193 0.9550 1.1670 0.0 -0.1 0.0
H -1.3927 3.0973 2.5468 0.1 -0.1 0.0
H 0.3632 2.9613 2.5468 0.1 -0.1 -0.1
H 0.2161 3.6054 -0.0054 0.0 -0.2 0.2
H -2.2523 3.1650 -0.2720 0.1 0.4 0.7
H -2.5720 4.5073 0.8722 0.0 -0.1 0.1
H -1.7934 4.8081 -0.6722 -0.1 0.0 0.2
H -0.7970 5.8837 1.6341 0.0 0.0 0.0
H 0.6804 5.1078 2.1939 -0.1 0.0 0.1
H 0.3587 6.0765 -0.6640 -0.1 0.0 0.0
H 0.4237 7.7623 1.5327 0.0 0.1 -0.1
H 2.1440 7.5110 1.2838 -0.1 0.0 0.1
H 1.1729 8.1821 -0.0047 0.0 0.0 0.0
H 2.1677 4.5723 -0.7900 0.0 0.1 0.2
H 2.5108 4.7175 0.9468 0.0 0.0 0.0
H 3.0349 5.9717 -0.1628 0.0 0.0 -0.1
C -1.4608 5.6592 4.6983 0.1 -0.2 0.0
O -0.2806 4.8602 4.5503 -0.1 -0.1 0.0
H -1.4222 6.4335 3.9392 0.0 0.0 0.0
H -2.3646 5.0619 4.5472 0.0 0.0 0.0
H -1.4979 6.1392 5.6749 0.0 0.1 0.0
H -0.2970 4.1859 5.2351 0.0 0.1 0.1
C -6.4738 -2.4275 0.1517 -0.1 0.1 0.1
O -6.7691 -1.3094 0.9898 0.0 -0.1 0.0
H -6.2033 -2.0384 -0.8270 0.0 0.0 0.1
H -5.6355 -3.0113 0.5438 0.0 0.0 0.0
H -7.3422 -3.0816 0.0405 0.0 0.0 0.0
H -7.0249 -1.6414 1.8547 -0.1 0.0 0.0
C 2.3179 10.1649 3.2778 -0.1 0.1 -0.2
O 2.0417 10.2515 1.8826 -0.1 0.0 0.1
H 2.8636 9.2373 3.4368 0.0 0.0 0.0
H 2.9342 11.0036 3.6072 0.0 0.0 0.1
H 1.3957 10.1326 3.8658 0.0 0.0 0.0
H 1.5687 11.0732 1.7255 0.1 0.0 0.0
C -0.8197 -6.0364 -2.4593 -0.1 0.1 0.0
O -1.3167 -4.7086 -2.2814 0.0 0.0 0.1
H 0.0553 -5.9678 -3.0971 0.0 0.0 0.0
H -0.5161 -6.4784 -1.5075 0.0 0.0 0.0
H -1.5649 -6.6790 -2.9350 0.0 0.0 0.0
H -2.0867 -4.7490 -1.7073 0.0 0.0 0.0
C 2.6484 -7.9553 -2.4958 0.0 0.2 0.0
O 2.4143 -6.5422 -2.5351 0.0 0.0 0.0
H 1.7166 -8.4428 -2.7747 0.0 0.0 0.0
H 3.4243 -8.2383 -3.2091 0.0 -0.1 0.0
H 2.9434 -8.2903 -1.5031 0.0 -0.1 0.0
H 3.2370 -6.1072 -2.2957 0.0 0.0 0.0
C 4.3820 -11.5305 -1.3981 0.0 0.0 0.0
O 3.9610 -10.3675 -0.6921 0.1 0.1 0.0
H 4.3303 -11.3140 -2.4634 0.0 0.1 0.0
H 5.4103 -11.7973 -1.1493 0.0 0.0 -0.1
H 3.7323 -12.3784 -1.1762 0.0 0.0 0.0
H 4.0055 -10.5859 0.2446 -0.1 -0.1 0.0
C -5.6320 2.8267 -4.2356 0.1 -0.1 0.0
O -4.6339 1.9041 -4.6561 -0.1 0.0 0.0
H -5.5100 3.7221 -4.8399 0.0 0.0 0.0
H -6.6392 2.4336 -4.3920 0.0 0.0 0.0
H -5.5154 3.0961 -3.1817 0.0 0.0 0.0
H -4.7310 1.1024 -4.1342 0.0 0.0 0.0
C 1.5790 -11.7310 1.5611 0.0 -0.1 0.0
O 2.8410 -12.3238 1.2734 -0.1 0.0 0.1
H 1.7149 -10.6532 1.5091 0.0 0.0 0.0
H 0.8217 -12.0205 0.8287 0.0 0.0 0.0
H 1.2282 -11.9947 2.5617 0.0 0.0 0.0
H 2.7386 -13.2788 1.3092 0.1 0.0 0.0
C -6.0528 5.6713 0.5269 0.0 0.0 0.0
O -5.1152 4.7771 1.1183 0.0 0.0 0.0
H -5.8932 6.6440 0.9853 0.0 0.0 0.0
H -5.8998 5.7637 -0.5512 0.0 0.0 0.0
H -7.0830 5.3613 0.7165 0.0 0.0 0.0
H -5.2444 3.9088 0.7262 0.0 0.0 0.0
C -6.3259 -1.8386 -4.1123 0.0 0.0 0.1
O -5.4760 -2.2289 -3.0368 0.1 0.1 -0.2
H -7.2235 -1.4170 -3.6661 0.0 0.0 0.0
H -5.8569 -1.0792 -4.7427 0.0 0.0 -0.1
H -6.6105 -2.6919 -4.7313 0.0 0.0 0.0
H -4.6759 -2.6080 -3.4122 0.0 0.0 0.0
C 5.9330 10.5914 3.6426 0.0 0.2 0.0
O 5.3679 11.8466 3.2721 0.1 -0.2 0.1
H 5.2813 9.8126 3.2558 0.0 0.0 0.0
H 6.9289 10.4667 3.2109 0.0 -0.1 0.0
H 5.9948 10.4931 4.7297 0.0 -0.1 0.0
H 5.9468 12.5291 3.6233 -0.1 0.1 -0.1
C -3.6683 9.2167 5.7219 0.1 0.0 0.0
O -2.4908 8.6010 5.2076 -0.1 0.1 0.0
H -3.9983 8.6123 6.5631 0.0 0.0 0.0
H -3.4724 10.2309 6.0769 0.0 0.0 0.0
H -4.4676 9.2459 4.9775 0.0 0.0 0.0
H -2.1830 9.1275 4.4644 0.0 0.0 0.0
C 1.4772 3.9897 -6.3012 0.0 -0.1 0.0
O 2.1924 2.7994 -5.9805 -0.1 0.0 0.0
H 1.9080 4.7892 -5.7030 0.0 0.0 0.0
H 1.5799 4.2489 -7.3568 0.0 0.0 0.0
H 0.4146 3.9014 -6.0592 0.0 0.0 0.0
H 1.8273 2.0833 -6.5082 0.1 0.0 0.0
C 4.4696 -14.2054 -3.9386 0.1 0.0 0.0
O 5.5605 -14.1216 -3.0294 -0.1 0.0 -0.1
H 3.5782 -13.9081 -3.3904 0.0 0.0 0.0
H 4.5965 -13.5310 -4.7896 0.0 0.0 0.0
H 4.3266 -15.2237 -4.3089 0.0 0.0 0.0
H 6.3592 -14.3791 -3.4978 0.0 0.0 0.0
C 3.5111 -9.0783 -6.0159 0.1 0.0 -0.1
O 4.3132 -9.8009 -6.9388 0.0 0.0 0.0
H 3.2646 -9.7608 -5.2059 0.0 0.0 0.0
H 4.0517 -8.2231 -5.6003 0.0 0.0 0.0
H 2.5816 -8.7270 -6.4721 0.0 0.0 0.0
H 4.5446 -9.2162 -7.6652 0.0 0.0 0.0
```
Forces are in eV/Å.

# 2
# C3H6IN2

An isolated ion of composition C3H6IN2 and charge +1 in a non-equilibrium geometry (wB97M-V/def2-TZVPD, the OMol25 dataset).

Summary:
Lowest unoccupied orbital energy = -4.24 eV
Structure (SMILES) = I[C@@H]1C=NC[NH2+]1
Charge = +1
Gap between HOMO and LUMO = 9.75 eV
E_HOMO = -13.990 eV

XYZ file:
```
12
Properties=species:S:1:pos:R:3:forces:R:3
C -0.1072 -1.3981 -0.4352 -0.9 1.3 -1.1
C 0.9310 0.1102 0.9524 1.0 -2.5 1.0
C -0.7417 0.1003 -0.7723 -2.1 -3.5 -1.7
N 0.7532 -1.2476 0.4607 0.4 -0.3 0.3
N 0.1666 0.9739 -0.0849 4.3 1.2 -2.1
I -2.7353 0.1108 0.1377 0.7 0.1 -0.1
H -0.4252 -2.4270 -0.9156 0.6 2.4 1.0
H 0.4108 0.0560 1.9834 0.9 1.0 -1.6
H 2.1022 0.2446 1.0112 -2.6 0.6 -0.1
H -1.0065 0.3083 -1.8606 1.1 0.0 1.5
H -0.3134 1.7362 0.3229 -0.6 1.2 0.7
H 0.9655 1.4326 -0.7997 -2.6 -1.5 2.2
```
Forces are in eV/Å.

# 3
# C3HNaO4Rb

C3HNaO4Rb as an isolated structure in a non-equilibrium geometry (wB97M-V/def2-TZVPD, the OMol25 dataset).

Summary:
Lowest unoccupied orbital energy (alpha / beta) = -6.38 / -8.40 eV
2S+1 = 2
Charge = +2
Gap between HOMO and LUMO (alpha / beta) = 9.62 / 8.06 eV
E_HOMO (alpha / beta) = -15.998 / -16.458 eV

XYZ file:
```
10
Properties=species:S:1:pos:R:3:forces:R:3
O 2.0315 1.1887 -0.0591 -1.2 0.9 -2.3
C 2.0054 0.0164 -0.4062 -0.2 1.4 5.9
O 0.8654 -0.7417 -0.2124 -0.3 -0.9 -1.8
O 3.0375 -0.6981 -0.1179 2.5 0.6 -0.1
Na 0.2351 2.6234 0.1110 0.2 -0.1 0.0
C -0.2499 -0.0733 -0.0308 0.0 1.0 -0.3
C -1.4948 -0.4868 -0.0122 -1.1 -0.4 0.0
O -2.6593 -0.5616 0.0122 1.0 0.0 0.1
Rb -7.4054 -1.3047 0.3810 -0.1 -0.1 0.0
H 3.6343 0.0376 0.3346 -0.9 -2.4 -1.5
```
Forces are in eV/Å.

| no. | total energy (hartree) |
| --- | --- |
| 1 | -3791.7398 |
| 2 | -524.7847 |
| 3 | -601.6737 |